{"formula": "C32H28BiBrF5N9O2S3Te", "method": "ωB97M-V/def2-TZVPD", "species": ["Bi", "C", "C", "C", "C", "C", "H", "H", "H", "H", "H", "N", "C", "N", "C", "C", "S", "C", "C", "S", "C", "N", "N", "H", "H", "H", "H", "H", "H", "Br", "C", "C", "C", "C", "C", "C", "N", "N", "C", "C", "C", "C", "O", "C", "N", "C", "C", "C", "C", "H", "H", "H", "H", "H", "H", "H", "H", "H", "F", "Te", "F", "F", "F", "F", "O", "C", "C", "C", "C", "N", "C", "S", "N", "C", "H", "H", "H", "H", "H", "H", "H", "H"], "coordinates": [[-0.8109, -0.4848, 0.1815], [-3.2118, -2.1128, 0.8046], [-2.3675, -2.9458, 0.0655], [-1.1267, -3.0519, 0.7520], [-1.2454, -2.3037, 1.9558], [-2.5245, -1.7010, 1.9651], [-4.2031, -1.7988, 0.5168], [-2.6297, -3.4612, -0.8465], [-0.2888, -3.6820, 0.4875], [-0.4893, -2.2037, 2.7213], [-2.9038, -1.0374, 2.7297], [0.8467, 2.8939, 1.1901], [1.1062, 2.5744, -0.0877], [0.6897, 1.4920, -0.7197], [1.1746, 1.4672, -2.0215], [1.9769, 2.4964, -2.3667], [2.1421, 3.5884, -1.0430], [0.6786, 0.4387, -2.9394], [0.7978, 0.4704, -4.2862], [-0.1247, -0.8028, -4.9901], [-0.6244, -1.2907, -3.4080], [-0.0969, -0.5903, -2.4365], [-1.4562, -2.3445, -3.2135], [0.1701, 2.3080, 1.6711], [0.8098, 3.8711, 1.4240], [2.4398, 2.6943, -3.3193], [1.3056, 1.1974, -4.8978], [-2.0603, -2.5843, -3.9840], [-1.9541, -2.3041, -2.3328], [0.9821, -6.7173, 2.3435], [2.3951, -5.5022, 2.6648], [3.6196, -5.6989, 2.0487], [4.6443, -4.7946, 2.2819], [4.4287, -3.6836, 3.0842], [3.2108, -3.5200, 3.7353], [2.1907, -4.4339, 3.5251], [5.5495, -2.8024, 3.2705], [5.4164, -1.5811, 3.1504], [4.1447, -1.0465, 2.7498], [3.5383, -0.1384, 3.5762], [2.2380, 0.3281, 3.3350], [1.5245, -0.0935, 2.2263], [0.2869, 0.2620, 1.9936], [2.2060, -0.9489, 1.2962], [1.5219, -1.2958, 0.1745], [2.0815, -2.0662, -0.7269], [3.4011, -2.5319, -0.5943], [4.1094, -2.2071, 0.5269], [3.5140, -1.4160, 1.5360], [3.7736, -6.5522, 1.4026], [5.6191, -4.9368, 1.8313], [3.0468, -2.6778, 4.3940], [1.2370, -4.3112, 4.0203], [4.0668, 0.1758, 4.4690], [1.7605, 1.0088, 4.0281], [1.4812, -2.3211, -1.5922], [3.8340, -3.1381, -1.3780], [5.1307, -2.5451, 0.6456], [-3.6637, 0.1520, -4.1709], [-4.3723, 0.0641, -2.4321], [-6.0027, 0.0233, -3.3164], [-4.4344, -1.8120, -2.5642], [-4.6299, 1.9471, -2.4538], [-5.4176, -0.0191, -0.8867], [-2.7878, 0.1428, -1.6232], [-4.3558, 4.4109, -2.7812], [-3.4332, 4.5531, -1.6185], [-2.6995, 5.6690, -1.3224], [-1.8256, 5.6010, -0.2218], [-1.7224, 4.5421, 0.5616], [-2.4893, 3.4581, 0.3113], [-2.5287, 2.0512, 1.2197], [-3.3000, 3.4916, -0.8037], [-0.9269, 6.7550, 0.1060], [-4.4150, 5.3430, -3.3364], [-5.3537, 4.1285, -2.4424], [-4.0039, 3.6155, -3.4406], [-2.7713, 6.5556, -1.9333], [-3.7815, 2.6229, -1.0302], [-1.1630, 7.6388, -0.4830], [0.1081, 6.4690, -0.0958], [-1.0029, 6.9902, 1.1671]], "forces_ev_per_a": [[-0.387, 0.056, 0.154], [-0.008, 0.043, -0.026], [0.071, 0.031, -0.026], [-0.072, -0.109, 0.094], [0.159, -0.017, -0.017], [0.014, 0.127, -0.011], [0.004, -0.002, 0.003], [-0.004, -0.002, 0.009], [-0.043, 0.003, -0.030], [-0.025, -0.040, -0.020], [0.006, -0.057, -0.012], [-0.015, -0.094, 0.117], [-0.049, -0.243, -0.181], [0.044, 0.298, 0.073], [-0.052, -0.001, 0.084], [0.019, 0.042, -0.026], [0.034, 0.009, -0.017], [-0.049, -0.030, 0.022], [-0.007, -0.004, -0.036], [0.010, 0.009, -0.012], [0.143, 0.113, 0.076], [-0.010, 0.053, -0.188], [-0.020, -0.062, 0.048], [-0.027, -0.026, -0.027], [-0.036, 0.020, -0.013], [-0.019, -0.009, 0.048], [-0.019, -0.040, 0.017], [-0.003, 0.010, -0.009], [-0.034, 0.006, 0.027], [-0.011, 0.000, -0.008], [0.023, -0.008, -0.038], [0.000, -0.014, 0.003], [-0.008, -0.027, 0.039], [0.046, -0.274, 0.072], [-0.078, -0.102, 0.068], [0.009, 0.052, 0.026], [0.047, -0.263, 0.012], [-0.043, 0.338, -0.004], [0.022, 0.241, -0.069], [0.034, 0.037, -0.024], [-0.036, -0.008, 0.029], [-0.037, 0.008, -0.003], [0.095, 0.097, -0.041], [0.004, -0.052, -0.052], [0.067, -0.035, -0.075], [0.037, 0.010, 0.047], [-0.030, 0.004, -0.007], [0.000, 0.024, -0.026], [-0.027, 0.091, -0.058], [-0.003, 0.008, 0.008], [-0.016, 0.000, 0.001], [0.005, -0.064, -0.009], [0.002, -0.004, 0.000], [-0.017, -0.003, -0.003], [0.014, -0.020, -0.013], [0.011, 0.009, 0.016], [-0.007, 0.007, 0.011], [-0.013, 0.016, -0.007], [-0.022, 0.040, 0.023], [0.197, -0.677, 0.053], [-0.063, 0.048, -0.046], [0.028, 0.083, -0.031], [-0.305, -0.895, -0.038], [0.017, 0.058, -0.012], [-0.100, 0.145, -0.125], [0.030, 0.427, -0.216], [-0.068, -0.188, -0.029], [0.131, 0.040, 0.103], [-0.073, 0.056, -0.097], [-0.076, -0.130, 0.136], [0.015, 0.080, -0.622], [0.200, -0.043, 0.522], [0.233, 0.070, 0.280], [0.010, -0.012, 0.014], [0.034, 0.091, 0.048], [0.083, 0.062, -0.067], [-0.035, 0.335, 0.017], [0.006, -0.003, 0.000], [0.061, 0.271, 0.084], [-0.008, -0.008, 0.000], [-0.013, 0.006, 0.000], [0.004, -0.008, -0.013]], "lowdin_charge": [1.939, -0.176, -0.206, -0.249, -0.276, -0.206, 0.093, 0.093, 0.094, 0.098, 0.105, 0.113, -0.683, 0.006, -0.338, -0.356, 1.056, -0.341, -0.345, 1.076, -0.708, -0.022, 0.120, 0.037, 0.092, 0.074, 0.074, 0.100, 0.038, 0.744, -0.694, -0.119, -0.040, -0.285, -0.018, -0.109, 0.078, 0.084, -0.260, -0.028, 0.008, -0.367, -0.324, -0.140, 0.005, -0.113, -0.019, 0.008, -0.103, 0.103, 0.119, 0.121, 0.105, 0.120, 0.119, 0.108, 0.112, 0.118, -0.386, 1.744, -0.355, -0.380, -0.404, -0.370, -0.704, -0.011, -0.242, 0.026, -0.307, 0.104, -0.786, 0.623, 0.109, -0.021, 0.089, 0.098, 0.090, 0.117, 0.088, 0.077, 0.078, 0.088], "e_lumo_ev": -0.48, "total_energy_ha": -6630.1211, "homo_lumo_gap_ev": 7.32, "e_above_lowest_kcal_mol": 22.6, "largest_force_ev_per_a": 0.9}